# 1
Entry from the OMol25 dataset: a 6-piece molecular cluster, C32H82N6O10 overall at a distorted geometry (the ωB97M-V functional and the def2-TZVPD basis).

As for the spin multiplicity: 1. As for the net charge: 0. The value obtained for the energy relative to the best compared isomer or geometry (same formula, charge and spin) is 6.780 eV.

```
130
C32H82N6O10, DFT the ωB97M-V functional and the def2-TZVPD basis
C -4.95 0.78 3.69
O -5.36 2.17 3.83
C -6.46 2.38 4.64
C -7.80 2.24 3.95
C -8.07 3.28 2.87
N -8.86 2.29 5.09
H -5.35 0.44 2.71
H -5.30 0.13 4.50
H -3.87 0.74 3.55
H -6.43 1.71 5.52
H -6.37 3.38 5.10
H -7.93 1.24 3.52
H -7.20 3.43 2.18
H -8.27 4.28 3.23
H -8.81 2.92 2.15
H -8.71 3.10 5.71
H -9.76 2.56 4.67
C 1.37 0.86 1.83
O 0.17 0.19 2.09
C -0.88 0.65 1.27
C -1.91 -0.38 1.14
C -1.39 -1.64 0.46
N -3.05 0.11 0.36
H 1.38 1.82 2.38
H 1.54 1.04 0.77
H 2.16 0.24 2.25
H -1.34 1.54 1.73
H -0.49 0.86 0.26
H -2.31 -0.68 2.11
H -1.00 -1.34 -0.52
H -2.08 -2.48 0.43
H -0.58 -2.12 1.04
H -3.58 0.82 0.88
H -2.75 0.63 -0.48
C 6.97 2.65 3.39
O 7.69 2.88 2.27
C 9.01 2.74 2.52
C 9.71 3.02 1.29
N 9.58 1.98 0.27
C 9.14 2.44 -1.00
C 8.79 1.25 -1.92
O 8.68 1.75 -3.19
C 8.38 0.74 -4.18
H 7.16 3.43 4.14
H 7.17 1.66 3.83
H 5.92 2.68 3.12
H 9.26 1.73 2.87
H 9.37 3.47 3.26
H 10.77 3.15 1.51
H 9.32 3.95 0.89
H 9.09 1.13 0.48
H 9.95 2.97 -1.50
H 8.25 3.08 -0.97
H 7.80 0.83 -1.64
H 9.51 0.42 -1.87
H 9.13 -0.08 -4.15
H 8.42 1.17 -5.18
H 7.36 0.33 -4.05
C -1.09 6.43 1.93
O -0.22 5.30 1.99
C 0.83 5.30 1.01
C 0.40 4.89 -0.39
N -0.11 3.49 -0.42
C -0.41 3.03 -1.83
C -1.79 3.34 -2.31
O -2.70 2.60 -1.52
C -4.06 2.89 -1.79
H -1.93 6.17 2.57
H -1.50 6.55 0.91
H -0.60 7.36 2.21
H 1.66 4.61 1.26
H 1.35 6.28 0.94
H 1.29 4.90 -1.04
H -0.26 5.64 -0.89
H -1.04 3.59 0.02
H -0.33 1.93 -1.82
H 0.33 3.41 -2.54
H -1.84 3.23 -3.40
H -2.02 4.42 -2.15
H -4.34 3.90 -1.46
H -4.67 2.19 -1.21
H -4.37 2.74 -2.84
C -5.21 -3.51 1.61
O -5.67 -4.76 1.24
C -5.38 -5.73 2.21
C -6.53 -6.72 2.24
N -6.61 -7.50 1.01
C -7.68 -8.58 1.01
C -7.17 -9.83 1.67
O -7.67 -11.02 0.95
C -7.00 -12.24 1.30
H -5.46 -2.78 0.84
H -4.16 -3.50 1.89
H -5.83 -3.15 2.46
H -5.32 -5.28 3.21
H -4.45 -6.27 1.99
H -7.44 -6.12 2.50
H -6.43 -7.40 3.10
H -6.83 -6.89 0.24
H -7.83 -8.77 -0.06
H -8.62 -8.20 1.45
H -7.54 -9.85 2.71
H -6.07 -9.79 1.63
H -7.59 -13.06 0.90
H -6.94 -12.38 2.39
H -5.96 -12.20 0.94
C 3.57 -0.49 -0.54
O 3.00 -0.34 -1.82
C 3.88 -0.16 -2.86
C 3.05 0.32 -4.03
N 3.73 0.44 -5.32
C 4.27 -0.78 -5.81
C 5.15 -0.61 -6.97
O 6.24 0.28 -6.75
C 7.19 0.22 -7.77
H 2.87 -1.07 0.06
H 3.65 0.49 -0.03
H 4.56 -0.96 -0.52
H 4.46 -1.06 -3.09
H 4.62 0.63 -2.60
H 2.67 1.31 -3.82
H 2.23 -0.39 -4.14
H 4.52 1.08 -5.22
H 3.53 -1.52 -6.12
H 4.92 -1.28 -5.07
H 4.56 -0.34 -7.89
H 5.52 -1.61 -7.28
H 8.00 -0.50 -7.54
H 7.66 1.19 -7.88
H 6.78 -0.12 -8.73
```


# 2
Entry from the OMol25 dataset: a 12-piece molecular cluster, C32H83N7O22 overall at a distorted geometry (the ωB97M-V functional and the def2-TZVPD basis).

As for the spin multiplicity: 1. As for the net charge: +2.

```
144
C32H83N7O22, DFT the ωB97M-V functional and the def2-TZVPD basis
C -4.39 0.83 5.56
N -4.44 -0.59 6.06
C -3.94 -0.58 7.46
C -5.92 -0.89 5.90
C -3.73 -1.62 5.18
C -2.44 -2.01 5.70
O -1.45 -1.04 5.51
H -4.66 0.82 4.55
H -3.36 1.31 5.73
H -5.15 1.42 6.08
H -2.84 -0.41 7.36
H -4.10 -1.46 8.07
H -4.36 0.31 7.97
H -6.05 -1.90 6.15
H -6.14 -0.80 4.87
H -6.52 -0.14 6.43
H -3.79 -1.11 4.21
H -4.33 -2.53 5.25
H -2.23 -2.91 5.05
H -2.48 -2.37 6.73
H -0.75 -1.58 5.07
C -1.12 5.34 -4.67
C -1.70 3.78 -4.84
C -3.15 3.66 -5.40
O -3.50 2.24 -5.42
C -4.82 2.15 -5.87
N -0.75 3.03 -5.74
H 0.21 2.81 -5.23
H -1.00 2.10 -6.11
H -0.67 3.57 -6.59
H -1.25 5.64 -3.65
H -1.66 6.01 -5.40
H -0.03 5.44 -4.89
H -1.69 3.35 -3.85
H -3.23 4.07 -6.42
H -3.81 4.35 -4.76
H -5.41 2.73 -5.19
H -5.04 1.10 -5.85
H -4.83 2.51 -6.89
C -1.98 2.41 -1.15
C -2.64 1.33 -0.27
C -4.14 1.21 -0.52
O -4.74 2.28 0.27
C -6.15 2.15 0.01
N -1.92 0.08 -0.67
H -2.08 -0.22 -1.64
H -0.82 0.24 -0.57
H -2.18 -0.72 -0.06
H -0.91 2.45 -0.96
H -2.43 3.43 -1.03
H -2.15 2.16 -2.20
H -2.41 1.45 0.81
H -4.60 0.23 -0.29
H -4.35 1.46 -1.55
H -6.78 2.50 0.83
H -6.42 1.11 -0.16
H -6.34 2.66 -0.90
C 4.67 2.93 -2.95
C 5.24 1.66 -3.46
C 6.65 1.52 -2.87
O 6.54 1.28 -1.52
C 7.39 2.09 -0.81
N 4.38 0.51 -2.95
H 3.58 0.19 -3.58
H 4.87 -0.31 -2.82
H 3.91 0.72 -2.03
H 4.77 2.83 -1.85
H 3.63 3.01 -3.19
H 5.18 3.90 -3.30
H 5.33 1.54 -4.55
H 7.19 2.43 -3.15
H 7.07 0.70 -3.43
H 7.36 1.88 0.29
H 7.21 3.17 -0.91
H 8.46 1.92 -1.10
C 5.69 -1.98 6.65
C 4.29 -1.91 7.25
C 4.36 -0.93 8.41
O 3.15 -1.01 9.09
C 3.08 0.20 9.95
N 3.31 -1.50 6.32
H 2.43 -1.17 6.76
H 3.70 -0.76 5.75
H 2.72 -3.25 5.72
H 6.36 -2.17 7.51
H 6.00 -0.99 6.23
H 5.83 -2.74 5.86
H 4.06 -2.88 7.68
H 4.46 0.11 8.04
H 5.11 -1.18 9.16
H 4.06 0.40 10.41
H 2.26 0.11 10.63
H 2.85 1.06 9.33
C -4.89 -2.56 -3.24
C -5.60 -1.29 -3.71
O -5.52 -0.22 -3.16
N -6.33 -1.49 -4.88
H -5.33 -4.28 0.97
H -6.36 -2.42 -5.27
C -7.27 -0.71 -5.58
H -4.44 -3.17 -4.02
H -5.70 -3.10 -2.71
H -4.10 -2.20 -2.59
H -7.37 -1.03 -6.66
H -6.93 0.33 -5.70
H -8.28 -0.81 -5.02
C 8.23 -2.45 -4.23
C 7.73 -1.48 -5.22
O 8.37 -0.44 -5.49
N 6.51 -1.63 -5.74
H 5.88 -2.35 -5.42
H -0.14 -4.17 1.15
C 5.88 -0.77 -6.67
H 9.28 -2.40 -4.19
H 7.76 -3.36 -4.53
H 7.79 -2.18 -3.26
H 6.17 -0.91 -7.70
H 6.22 0.32 -6.54
H 4.79 -0.84 -6.54
O -3.29 -4.17 1.34
C -3.86 -3.24 0.68
O -3.32 -2.23 0.29
O -5.19 -3.36 0.51
H -2.39 -3.75 1.48
O 1.56 0.90 -6.62
C 1.84 1.02 -5.19
O 1.51 2.17 -4.74
O 2.36 0.05 -4.67
H 2.23 0.31 -7.06
O 0.64 -2.19 0.25
C -0.29 -2.22 1.18
O -0.89 -1.24 1.65
O -0.59 -3.46 1.68
H 0.73 -1.28 -0.24
O 1.56 2.02 -0.67
C 1.74 0.71 -0.57
O 2.82 0.15 -0.56
O 0.66 0.07 -0.64
H 2.40 2.43 -0.59
O 0.63 -4.90 4.28
C 1.15 -3.81 4.84
O 2.31 -4.11 5.39
O 0.55 -2.80 4.74
H 1.21 -5.62 4.56
```


Results for E_LUMO: 0.0204 -0.1289 (in Ha, following the order of the records).
Results for HOMO: -8.44 -12.51 (in eV, following the order of the records).